A molecular structure, C5H10MgO3. Source: the Open Molecules 2025 dataset; level of theory: ωB97M-V/def2-TZVPD.

Strongest force on any atom = 1.01 eV Å⁻¹
Energy relative to the best compared isomer or geometry (same formula, charge and spin) = 1.282 eV
E = -16933.7880 eV
Orbital gap = 0.216 hartree

Last column: natural (NBO) charge in e.
Element x y z (Å)
O 0.8803 -0.2269 -1.0473  -0.484
Mg 0.4496 -3.1138 0.9167  0.024
O -0.3265 -1.1101 0.5757  -0.777
C -0.0774 -0.1620 -0.1582  1.032
O -0.7791 0.9374 -0.2198  -0.513
C 1.2732 0.9051 -1.8556  -0.069
C 2.0000 1.9819 -1.0827  -0.643
H 1.9203 0.4613 -2.6196  0.205
H 0.3755 1.2968 -2.3478  0.192
H 2.8976 1.5775 -0.5967  0.223
H 2.3223 2.7623 -1.7855  0.226
H 1.3485 2.4520 -0.3354  0.219
C -1.9675 1.0923 0.5793  -0.071
C -1.6365 1.7949 1.8756  -0.637
H -2.6338 1.6931 -0.0488  0.196
H -2.4277 0.1122 0.7447  0.211
H -1.1950 2.7815 1.6812  0.214
H -0.9374 1.2021 2.4799  0.227
H -2.5605 1.9346 2.4519  0.226

Atomic forces in eV per Å
0.817 -0.162 0.107
0.129 -0.352 0.071
-0.002 0.719 -0.083
-0.490 -0.887 -0.041
-0.109 0.786 -0.302
-0.348 0.128 -0.436
0.137 0.106 0.144
-0.166 0.058 0.235
0.201 -0.025 0.083
-0.264 0.098 -0.059
-0.085 -0.190 0.149
0.205 -0.156 -0.152
-0.322 -0.114 0.172
-0.005 0.083 0.188
0.161 -0.118 0.148
0.204 0.162 -0.029
-0.111 -0.249 0.062
-0.192 0.121 -0.163
0.239 -0.009 -0.094